<i>
{
  "formula": "C4H13N2S2",
  "method": "wB97M-V/def2-TZVPD",
  "species": ["H", "C", "C", "C", "H", "H", "N", "H", "N", "C", "H", "H", "H", "H", "H", "H", "S", "H", "S", "H", "H"],
  "positions_angstrom": [[-2.00519, 2.71483, 2.29176], [-2.14071, 1.80401, 1.71410], [2.28298, -1.73704, -0.29189], [1.63149, -1.78827, 0.87504], [0.76702, -0.68934, 2.36693], [-0.22475, -0.71322, 1.02367], [3.10777, -2.76920, -0.69620], [-0.00776, -0.55208, -2.41484], [0.76873, -0.69808, 1.34630], [-0.29445, 0.45209, -2.11791], [-1.85850, 0.93706, 2.30972], [-3.17235, 1.71354, 1.38281], [1.58622, -2.67983, 1.48129], [2.79592, -3.66766, -0.37306], [0.54799, 1.07048, -1.81193], [-0.78411, 0.93008, -2.96364], [-1.04562, 1.99807, 0.28681], [2.22306, -0.87509, -0.94006], [-1.52626, 0.30334, -0.78201], [1.12707, 0.21895, 1.06752], [3.28114, -2.78239, -1.69631]],
  "total_charge": 1
}

***

<ii>
{
  "formula": "C4H13N2S2",
  "method": "wB97M-V/def2-TZVPD",
  "species": ["N", "S", "N", "C", "H", "H", "H", "H", "H", "C", "H", "S", "H", "H", "H", "C", "H", "H", "C", "H", "H"],
  "positions_angstrom": [[-1.66018, -0.85730, -0.73691], [-0.25828, -1.74671, 1.70098], [0.94730, 1.11700, -0.94400], [1.02049, 0.00811, -0.10615], [1.55389, -2.10496, -0.20073], [-1.87201, 1.14672, 1.18641], [-1.11003, -1.26839, 2.68290], [2.55857, -0.92495, -1.04716], [2.57510, 1.35808, 0.86053], [-0.75785, 1.09034, 1.29567], [-0.43510, 2.06616, 0.89228], [2.15713, 0.31570, 1.43892], [-2.70609, -0.79811, -0.91897], [-0.70250, 1.32639, 2.39221], [1.47975, 1.05377, -1.87467], [-0.15072, -0.12304, 0.86340], [-1.35555, -0.15189, -1.47902], [1.04352, -1.37084, -1.71129], [1.52780, -1.23838, -0.79788], [-1.40741, -1.77197, -1.07340], [1.11305, 1.96666, -0.57687]],
  "total_charge": 1
}

***

Least stable of them? <ii>.

***

<i>
{
  "formula": "C6H10N2O3S",
  "method": "wB97M-V/def2-TZVPD",
  "species": ["C", "N", "C", "H", "H", "C", "O", "N", "H", "C", "H", "H", "H", "C", "H", "H", "O", "O", "H", "H", "C", "S"],
  "positions_angstrom": [[3.38005, 0.34867, 0.08594], [-4.12787, -0.08573, 0.15591], [2.93179, -0.98551, 0.19582], [3.54259, -1.85083, 0.29092], [2.89722, 2.30628, -0.28961], [1.04267, 1.07986, -0.19736], [-2.16540, 1.28980, -0.04654], [-1.88139, -0.97163, 1.20000], [-0.06330, -0.41059, -1.22948], [0.64022, -0.35601, -0.27436], [1.45212, -2.32320, -0.04482], [-4.40931, 0.51268, -0.48975], [-0.11793, -0.47638, 0.49352], [2.47703, 1.33384, -0.08945], [-1.24702, 1.59143, -0.45087], [-1.57767, -0.23616, 1.88845], [0.29601, 2.04167, -0.45535], [-2.13243, -0.92500, -1.30013], [-4.54024, -0.96804, 0.24980], [4.41433, 0.61779, 0.40803], [1.64004, -1.29479, -0.06155], [-2.45150, -0.23814, -0.03911]],
  "smiles": "N=[S@](N)(=O)O.O=C1C=CC=CC1",
  "total_charge": 0
}

***

<ii>
{
  "formula": "C6H10N2O3S",
  "method": "wB97M-V/def2-TZVPD",
  "species": ["H", "H", "H", "N", "H", "H", "C", "C", "C", "H", "H", "S", "H", "O", "N", "H", "C", "O", "C", "O", "C", "H"],
  "positions_angstrom": [[1.30382, -0.26941, -1.55417], [0.99502, 2.64644, 2.10122], [-1.52429, -0.08676, -3.20392], [0.68199, -1.13776, 1.49547], [0.71432, 0.26985, -3.04953], [-2.74163, -0.40539, -1.82006], [-1.53365, -0.69122, 0.72400], [0.67029, 0.48561, -1.99762], [0.86891, -0.02339, 1.02167], [-0.59745, -2.64950, 0.62181], [-2.12017, -1.22859, -0.01588], [2.14502, 1.10476, 1.34647], [-2.09381, -0.15615, 1.53713], [1.35476, 2.48451, 1.16463], [-0.83467, 0.31345, 0.08330], [0.84286, 1.42159, -1.74295], [-0.64519, 0.12878, -1.32271], [2.54966, 0.95254, 2.69820], [-0.63283, -1.80489, 1.34574], [3.10659, 0.89268, 0.37439], [-1.72905, -0.06255, -2.16344], [-0.78048, -2.18461, 2.35624]],
  "total_charge": 0
}

***

Least stable of them? <ii>.

***

<i>
{
  "formula": "C9H28N4O5",
  "method": "wB97M-V/def2-TZVPD",
  "species": ["H", "H", "H", "N", "H", "H", "H", "C", "H", "H", "C", "H", "N", "H", "H", "H", "H", "O", "C", "H", "H", "O", "C", "H", "C", "H", "H", "H", "C", "N", "H", "N", "O", "H", "H", "H", "H", "H", "H", "C", "O", "O", "C", "H", "H", "C"],
  "positions_angstrom": [[-2.22386, -0.95003, -2.23259], [1.61189, 2.05002, -0.35684], [2.57149, 2.50345, 4.44352], [1.13871, 1.13015, 2.13719], [-3.64325, -2.57355, -1.92838], [0.85400, 1.30536, 1.14711], [-4.55548, -0.71035, -2.89610], [0.70258, 1.67785, -1.91654], [-5.79566, -0.66100, -0.23727], [1.31966, -4.17218, 1.15898], [1.70926, 2.07302, 2.81950], [-4.78582, 0.78606, -0.50478], [3.25793, 0.52451, 0.50300], [-6.19456, 0.30451, -1.56914], [3.38975, -0.44406, 0.22158], [2.16952, 0.85092, 4.46618], [2.24820, -2.70922, 0.56234], [4.64114, 1.22218, -1.25839], [1.28824, -3.28848, 0.47917], [0.09787, -1.46522, -1.43550], [-0.59276, -0.48548, -0.05161], [-1.07232, -3.17621, 0.13261], [-2.94471, -0.40414, -1.62137], [1.28003, 2.49207, -2.29129], [0.14230, -1.26119, -0.34562], [3.84256, 3.31648, -0.55945], [-0.36466, 1.64116, -2.13186], [-2.60783, -0.38836, -0.56433], [-0.07148, -2.54933, 0.52279], [1.91860, 1.77787, 4.06480], [-0.32377, -2.10548, 1.49789], [3.30811, 2.66891, -0.06844], [-4.36796, -2.07738, -1.48587], [-2.77194, 0.55307, -1.99468], [1.11256, -0.81201, -0.19293], [2.58510, 0.61327, 1.26860], [0.62703, 0.43528, 2.65935], [1.16603, 0.69233, -2.14106], [2.85205, 3.06537, 0.78687], [-5.28917, -0.03317, -1.00384], [1.95085, 3.35549, 2.24451], [0.65399, 1.93938, -0.54095], [-4.36215, -0.82017, -1.83480], [1.28929, -3.71506, -0.54955], [-1.47292, -3.65194, 0.87554], [3.71157, 1.47527, -0.27833]],
  "smiles": "NC(N)=O.NC(N)=O.CC(C)O.CC(C)O.CO",
  "total_charge": 0
}

***

<ii>
{
  "formula": "C9H28N4O5",
  "method": "wB97M-V/def2-TZVPD",
  "species": ["H", "C", "O", "H", "C", "C", "C", "O", "C", "H", "H", "H", "H", "N", "O", "H", "H", "N", "H", "H", "C", "H", "C", "H", "H", "H", "C", "H", "H", "H", "H", "O", "C", "H", "H", "H", "N", "H", "H", "H", "H", "H", "H", "N", "O", "H"],
  "positions_angstrom": [[-3.00326, 4.50447, 0.88475], [-1.80970, 2.81238, 0.92065], [0.21118, -3.98330, 0.84345], [-0.61533, 2.10779, -0.53289], [-0.80445, -3.84792, -0.13329], [-1.98017, -2.98247, 0.29648], [2.37371, -0.39226, 2.93688], [-0.38209, 1.35378, -1.07939], [2.55652, -1.50940, 1.79852], [-2.35284, -3.33316, 1.25889], [1.60987, -1.99871, 1.56933], [3.14028, -2.36162, 2.14644], [-1.27710, 0.25856, 0.19121], [1.41638, 1.54326, -2.80172], [3.05763, -0.98977, 0.55433], [1.90652, 0.48118, 0.00210], [1.94509, -0.76878, 3.86566], [-0.70871, 1.91725, -3.07388], [-2.84235, -2.89085, -0.36409], [-3.50519, 2.77832, 2.04746], [-0.16721, -1.02825, -1.23350], [0.54882, -4.88196, 0.84764], [0.49752, 1.93187, -3.59275], [1.27581, 1.03643, -1.93947], [-0.44807, -3.32343, -1.01985], [-2.45013, 1.48732, 2.31480], [-0.30324, 0.21045, -0.29602], [-1.72632, -1.97269, 0.61897], [3.30491, 0.16550, 3.03618], [-1.18453, -4.85153, -0.32408], [-0.82056, 1.72755, -2.08818], [0.81073, 2.50798, -4.60952], [0.94162, 0.46636, 0.50890], [0.89902, -1.11652, -1.44194], [1.12827, -0.41005, 1.12954], [-0.43709, -1.91029, -0.65275], [-2.64981, 2.31636, 1.77356], [3.82869, -0.46238, 0.77549], [-1.77200, 4.31967, -0.32487], [0.83328, 1.44068, 0.98541], [1.65078, 0.28485, 2.48192], [-1.40232, 2.35667, -3.66205], [2.28193, 1.50577, -3.32087], [-2.29341, 3.93321, 0.44901], [-0.72908, 2.44978, 0.49573], [-0.55361, -0.88209, -2.24218]],
  "total_charge": 0
}

***

Least stable of them? <ii>.

***

<i>
{
  "formula": "C3H6N4S",
  "method": "wB97M-V/def2-TZVPD",
  "species": ["N", "N", "C", "H", "C", "H", "H", "N", "N", "H", "S", "H", "H", "C"],
  "positions_angstrom": [[1.54378, 0.02313, -0.32982], [2.02696, -1.14398, 0.05828], [-0.99308, 1.59901, 0.55534], [-0.09936, 1.94350, 1.12459], [-0.21504, -1.35427, -0.13401], [-1.66913, 0.92189, 1.12602], [2.10690, 0.61955, -0.96163], [0.19050, -0.13818, -0.51802], [-0.50962, 0.99726, -0.68547], [1.32390, -2.95327, 0.60259], [-1.88091, -1.81360, -0.18606], [-1.33758, 0.73840, -1.19518], [-1.55228, 2.53693, 0.27648], [1.06495, -1.97637, 0.26690]],
  "smiles": "CNn1[nH]ncc1=S",
  "total_charge": 0
}

***

<ii>
{
  "formula": "C3H6N4S",
  "method": "wB97M-V/def2-TZVPD",
  "species": ["N", "H", "H", "H", "N", "H", "N", "C", "S", "C", "H", "C", "N", "H"],
  "positions_angstrom": [[-0.21465, 0.62633, -0.15521], [-1.43154, -1.05063, -0.88519], [-2.38173, 0.25608, -0.05088], [1.92409, 0.20807, 0.79602], [-0.93728, -2.61497, 1.43723], [-1.82052, 0.72193, -1.67016], [2.06608, 0.64983, -0.11240], [-0.65599, -1.50172, 1.31170], [0.80858, 1.45612, -2.27875], [-1.48636, 0.14483, -0.76729], [3.03184, 0.64760, -0.39184], [0.97528, 0.81059, -0.79958], [0.05360, -0.41766, 1.34448], [0.06857, 0.06361, 2.22186]],
  "total_charge": 0
}

***

Least stable of them? <ii>.